Formula: C4H9NO2
Source: the Open Molecules 2025 dataset
Level of theory: ωB97M-V with the def2-TZVPD basis set

Output
- frontier orbital gap (Eh) = 0.3634
- highest occupied orbital energy (eV) = -9.07
- ΔE to the lowest compared entry with this formula, charge and spin (kcal/mol) = 52.4
- LUMO energy (eV) = 0.82
- spin multiplicity = 1

Geometry as XYZ:
```
16
C4H9NO2 ωB97M-V with the def2-TZVPD basis set
N 1.29 0.15 1.73
C 1.09 -0.06 0.42
O 2.06 0.27 -0.39
C 0.03 -1.09 0.04
C -1.31 -0.43 -0.22
C -1.01 0.77 -1.13
O 0.11 1.40 -0.58
H 1.95 0.88 1.98
H 0.56 -0.04 2.39
H 0.40 -1.58 -0.87
H -0.03 -1.86 0.82
H -2.03 -1.13 -0.67
H -1.75 -0.07 0.72
H -0.82 0.41 -2.16
H -1.88 1.45 -1.18
H 1.34 0.94 -0.92
```

=====

Formula: C4H4O4
Source: the Open Molecules 2025 dataset
Level of theory: ωB97M-V with the def2-TZVPD basis set

Output
- frontier orbital gap (Eh) = 0.2831
- highest occupied orbital energy (eV) = -9.16
- ΔE to the lowest compared entry with this formula, charge and spin (kcal/mol) = 163.2
- LUMO energy (eV) = -1.45
- spin multiplicity = 1

Geometry as XYZ:
```
12
C4H4O4 ωB97M-V with the def2-TZVPD basis set
C -1.17 0.90 0.68
C -0.37 0.79 -0.67
C 1.18 -0.43 0.20
C 0.31 -1.23 -0.61
H -2.38 1.70 0.74
H -0.56 1.58 -1.52
H 0.58 -0.43 1.36
H 2.43 -0.93 0.40
O -0.69 0.08 1.73
O 0.97 0.86 -0.36
O 0.34 -2.42 -0.90
O -0.64 -0.47 -1.05
```

=====

Formula: C11H19ClFN2O6S
Source: the Open Molecules 2025 dataset
Level of theory: ωB97M-V with the def2-TZVPD basis set

Output
- net charge = -1
- frontier orbital gap (Eh) = 0.2772
- highest occupied orbital energy (eV) = -5.07
- ΔE to the lowest compared entry with this formula, charge and spin (kcal/mol) = 3.7
- LUMO energy (eV) = 2.47
- spin multiplicity = 1

Geometry as XYZ:
```
41
C11H19ClFN2O6S ωB97M-V with the def2-TZVPD basis set
O 1.55 -1.12 -1.28
C 1.12 -0.42 -2.12
F 1.31 -0.66 -3.40
N 0.49 0.79 -1.89
C -0.82 0.96 -2.50
O -1.29 0.09 -3.15
N -1.42 2.20 -2.26
C -0.57 3.38 -2.43
C 0.48 3.71 -1.35
C 1.93 3.53 -1.81
S 3.00 2.92 -0.47
C -2.25 2.31 -1.06
Cl -2.78 0.70 -0.50
C -3.52 3.24 -1.26
O -3.93 3.71 -0.19
O -3.91 3.38 -2.45
H 0.40 0.88 -0.88
H -1.26 4.20 -2.55
H -0.06 3.26 -3.38
H 0.31 3.16 -0.44
H 0.35 4.75 -1.08
H 1.99 2.84 -2.64
H 2.35 4.48 -2.12
H 3.36 1.74 -0.99
H -1.70 2.73 -0.22
C 0.50 -5.33 3.45
O -0.53 -4.78 2.66
C -1.03 -3.55 3.17
C -0.44 -2.35 2.46
O 0.95 -2.23 2.68
C 1.73 -2.70 1.59
H 0.95 -6.14 2.87
H 1.27 -4.60 3.68
H 0.10 -5.75 4.38
H -0.83 -3.47 4.25
H -2.11 -3.55 3.03
H -0.92 -1.44 2.85
H -0.66 -2.41 1.39
H 1.68 -2.00 0.75
H 1.41 -3.69 1.25
H 2.77 -2.77 1.93
```

=====

Formula: C4H6NO3
Source: the Open Molecules 2025 dataset
Level of theory: ωB97M-V with the def2-TZVPD basis set

Output
- net charge = -1
- frontier orbital gap (Eh) = 0.2097
- highest occupied orbital energy (eV) = -3.70
- ΔE to the lowest compared entry with this formula, charge and spin (kcal/mol) = 108.9
- LUMO energy (eV) = 2.00
- spin multiplicity = 1

Geometry as XYZ:
```
14
C4H6NO3 ωB97M-V with the def2-TZVPD basis set
O 3.20 0.30 0.97
C 2.54 0.81 0.09
O 2.84 1.42 -0.94
C 0.87 1.07 0.41
C 0.98 -0.14 -0.23
C -2.97 -1.26 0.02
N -2.36 -0.09 0.15
O -2.50 -2.36 -0.30
H 0.50 1.91 -0.16
H 0.52 0.97 1.42
H 1.41 -1.05 0.13
H 0.61 -0.24 -1.25
H -4.06 -1.22 0.19
H -1.57 -0.12 -0.50
```

=====

Formula: C4H13N3O
Source: the Open Molecules 2025 dataset
Level of theory: ωB97M-V with the def2-TZVPD basis set

Output
- SMILES = CN(N)N=O.CCC
- frontier orbital gap (Eh) = 0.3696
- highest occupied orbital energy (eV) = -9.19
- ΔE to the lowest compared entry with this formula, charge and spin (kcal/mol) = 93.4
- LUMO energy (eV) = 0.87
- spin multiplicity = 1

Geometry as XYZ:
```
21
C4H13N3O ωB97M-V with the def2-TZVPD basis set
C -0.89 1.29 -2.37
N 0.19 0.48 -1.83
N -0.07 -0.89 -1.71
N 1.31 0.91 -1.37
O 1.51 2.13 -1.38
H -1.79 1.13 -1.78
H -0.56 2.32 -2.30
H -1.07 1.02 -3.41
H -0.06 -1.34 -2.62
H 0.66 -1.29 -1.13
C -0.88 0.29 1.53
C 0.55 -0.13 1.83
C 0.66 -1.63 2.07
H -1.26 -0.24 0.67
H -0.92 1.36 1.33
H -1.53 0.08 2.38
H 0.91 0.40 2.72
H 1.20 0.15 1.00
H 0.07 -1.92 2.94
H 0.28 -2.19 1.21
H 1.69 -1.93 2.24
```

=====

Formula: C4H7NO2
Source: the Open Molecules 2025 dataset
Level of theory: ωB97M-V with the def2-TZVPD basis set

Output
- frontier orbital gap (Eh) = 0.3330
- highest occupied orbital energy (eV) = -8.25
- ΔE to the lowest compared entry with this formula, charge and spin (kcal/mol) = 115.6
- LUMO energy (eV) = 0.81
- spin multiplicity = 1

Geometry as XYZ:
```
14
C4H7NO2 ωB97M-V with the def2-TZVPD basis set
O -2.48 -0.79 -0.83
N -1.66 0.18 -0.20
C -0.30 0.05 -0.37
C 0.43 1.16 -0.53
C 1.55 0.61 0.29
C 0.83 -0.80 0.10
O 0.70 -1.71 1.14
H -3.24 -0.89 -0.23
H -1.72 1.17 -0.48
H 0.35 1.96 -1.25
H 1.50 0.87 1.37
H 2.54 0.77 -0.10
H 1.35 -1.31 -0.72
H 0.16 -1.29 1.81
```

=====

Formula: C23H27N6O8S2Ti
Source: the Open Molecules 2025 dataset
Level of theory: ωB97M-V with the def2-TZVPD basis set

Output
- net charge = -1
- frontier orbital gap (spin up / spin down) (Eh) = 0.1692 / 0.2656
- highest occupied orbital energy (spin up / spin down) (eV) = -2.37 / -4.99
- ΔE to the lowest compared entry with this formula, charge and spin (kcal/mol) = 31.8
- LUMO energy (spin up / spin down) (eV) = 2.23 / 2.23
- spin multiplicity = 3

Geometry as XYZ:
```
67
C23H27N6O8S2Ti ωB97M-V with the def2-TZVPD basis set
Ti 0.46 0.49 -0.22
O 0.53 2.11 0.62
N -0.47 2.96 0.47
N -1.38 2.41 -0.34
O -1.18 1.18 -0.85
C -2.56 3.09 -0.66
C -2.78 4.38 -0.17
C -3.95 5.03 -0.51
C -4.90 4.43 -1.34
C -4.66 3.16 -1.82
C -3.49 2.48 -1.49
H -2.05 4.83 0.48
H -4.13 6.03 -0.12
H -5.81 4.96 -1.60
H -5.38 2.67 -2.46
H -3.30 1.48 -1.85
N -0.32 -1.59 -0.85
C 0.43 -2.75 -0.29
C 1.94 -2.48 -0.30
C 2.30 -1.53 0.83
O 2.79 -1.92 1.86
O 2.00 -0.26 0.58
H -1.29 -1.64 -0.57
H -0.26 -1.59 -1.86
H 0.21 -3.65 -0.87
H 0.08 -2.89 0.73
H 2.22 -2.06 -1.26
H 2.48 -3.41 -0.14
S -1.00 -0.34 1.75
C -0.27 -0.19 3.34
N 1.01 0.30 3.40
C 1.68 0.40 4.63
C 0.98 0.07 5.75
C -0.33 -0.38 5.64
N -0.95 -0.51 4.39
H 1.53 0.36 2.54
H 2.70 0.75 4.60
H 1.45 0.15 6.72
H -0.92 -0.66 6.50
C 4.35 3.63 -0.61
C 4.40 2.64 -1.74
C 4.39 1.28 -1.48
C 4.27 0.35 -2.51
C 4.18 0.80 -3.81
C 4.26 2.16 -4.10
C 4.37 3.07 -3.06
S 3.82 -0.32 -5.11
O 4.74 -0.06 -6.18
O 3.66 -1.62 -4.52
N 2.37 0.09 -5.72
C 1.12 0.06 -4.92
C 0.77 1.37 -4.22
C 1.04 1.43 -2.73
O 1.08 2.51 -2.17
O 1.15 0.29 -2.09
H 4.90 3.27 0.26
H 3.32 3.79 -0.31
H 4.76 4.60 -0.91
H 4.40 0.93 -0.45
H 4.20 -0.71 -2.30
H 4.23 2.50 -5.12
H 4.40 4.13 -3.28
H 2.47 0.92 -6.29
H 1.24 -0.74 -4.18
H 0.33 -0.25 -5.60
H -0.29 1.60 -4.33
H 1.32 2.20 -4.67
```

=====

Formula: C2H5ClO3
Source: the Open Molecules 2025 dataset
Level of theory: ωB97M-V with the def2-TZVPD basis set

Output
- frontier orbital gap (spin up / spin down) (Eh) = 0.3194 / 0.2605
- highest occupied orbital energy (spin up / spin down) (eV) = -8.27 / -7.48
- ΔE to the lowest compared entry with this formula, charge and spin (kcal/mol) = 89.3
- LUMO energy (spin up / spin down) (eV) = 0.43 / -0.39
- spin multiplicity = 1

Geometry as XYZ:
```
11
C2H5ClO3 ωB97M-V with the def2-TZVPD basis set
C -0.61 -1.04 0.84
C 0.30 0.74 -0.93
O 0.39 -1.87 0.88
O 1.31 1.57 -0.69
O -0.85 1.36 -1.34
Cl 1.01 -0.26 -2.38
H -0.59 -0.08 1.36
H -1.40 -1.52 0.22
H 1.21 -1.40 1.13
H 1.26 2.38 -1.24
H -1.58 0.79 -1.48
```

=====

Formula: H20N2O11
Source: the Open Molecules 2025 dataset
Level of theory: ωB97M-V with the def2-TZVPD basis set

Output
- frontier orbital gap (Eh) = 0.3117
- highest occupied orbital energy (eV) = -10.03
- ΔE to the lowest compared entry with this formula, charge and spin (kcal/mol) = 29.6
- LUMO energy (eV) = -1.54
- spin multiplicity = 1

Geometry as XYZ:
```
33
H20N2O11 ωB97M-V with the def2-TZVPD basis set
N -49.59 -16.81 -3.90
H -50.47 -16.83 -4.43
H -48.76 -17.55 -4.08
H -49.89 -16.60 -2.95
H -49.09 -15.93 -4.09
N -51.71 -19.34 -1.89
O -50.55 -19.43 -2.25
O -51.83 -19.00 -0.66
O -52.60 -20.07 -2.43
O -55.74 -20.22 -1.55
H -55.09 -19.62 -1.18
H -55.56 -20.73 -2.34
O -49.91 -20.09 1.26
H -50.38 -20.07 0.47
H -50.20 -19.45 2.00
O -49.42 -20.32 -4.91
H -50.14 -20.20 -4.24
H -49.85 -20.37 -5.79
O -47.83 -20.03 -2.14
H -47.41 -20.15 -2.91
H -48.75 -20.16 -2.17
O -54.47 -18.07 0.09
H -54.56 -18.07 1.01
H -53.55 -18.39 0.01
O -52.61 -19.19 -5.11
H -52.89 -18.27 -4.94
H -52.75 -19.72 -4.21
O -53.56 -23.57 -2.22
H -53.34 -23.90 -1.40
H -52.94 -22.90 -2.31
O -49.86 -17.24 -0.14
H -49.01 -17.65 0.18
H -50.42 -18.03 -0.23
```

=====

Formula: C4H6O2
Source: the Open Molecules 2025 dataset
Level of theory: ωB97M-V with the def2-TZVPD basis set

Output
- frontier orbital gap (Eh) = 0.1877
- highest occupied orbital energy (eV) = -8.70
- ΔE to the lowest compared entry with this formula, charge and spin (kcal/mol) = 170.1
- LUMO energy (eV) = -3.59
- spin multiplicity = 1

Geometry as XYZ:
```
12
C4H6O2 ωB97M-V with the def2-TZVPD basis set
O 1.77 0.52 -0.72
C 1.41 0.12 0.56
C -0.13 -0.27 0.59
C -0.59 -0.72 -0.83
C -1.10 0.67 -0.18
O -2.40 0.55 0.05
H 2.10 -0.69 0.82
H -0.61 -0.66 1.48
H 1.73 0.89 1.22
H 0.12 -0.80 -1.62
H -1.53 -1.28 -0.89
H -0.78 1.67 -0.49
```

=====

Formula: C17H13ClN2O4ReS
Source: the Open Molecules 2025 dataset
Level of theory: ωB97M-V with the def2-TZVPD basis set

Output
- net charge = +2
- frontier orbital gap (spin up / spin down) (Eh) = 0.2684 / 0.2093
- highest occupied orbital energy (spin up / spin down) (eV) = -15.01 / -15.10
- LUMO energy (spin up / spin down) (eV) = -7.71 / -9.40
- spin multiplicity = 4

Geometry as XYZ:
```
39
C17H13ClN2O4ReS ωB97M-V with the def2-TZVPD basis set
Re 0.31 0.11 1.42
Cl 0.54 -5.10 -3.42
C 0.95 -3.63 -2.66
C 2.29 -3.27 -2.51
C 2.61 -2.07 -1.90
C 1.62 -1.25 -1.39
O 2.04 -0.13 0.59
C 0.25 -1.59 -1.55
C -0.84 -0.71 -1.21
N -0.86 0.15 -0.24
C -1.81 1.22 -0.18
C -3.01 1.32 -0.83
C -3.77 2.49 -0.71
C -3.32 3.56 0.01
C -2.09 3.49 0.70
C -1.52 4.55 1.44
C -0.31 4.37 2.06
C 0.33 3.13 1.99
N -0.18 2.10 1.32
C -1.36 2.29 0.63
C -0.05 -2.78 -2.21
H 3.07 -3.92 -2.90
H 3.64 -1.75 -1.82
H -1.69 -0.74 -1.88
H -3.38 0.51 -1.45
H -4.73 2.55 -1.22
H -3.91 4.47 0.07
H -2.04 5.49 1.51
H 0.16 5.17 2.61
H 1.26 2.96 2.51
H -1.09 -3.07 -2.37
C 2.83 -2.80 2.42
S 1.46 -2.72 1.23
O 1.99 -0.04 -0.87
O 1.00 -4.06 0.97
O 0.40 -1.84 1.94
H 3.64 -3.33 1.93
H 2.45 -3.35 3.28
H 3.11 -1.77 2.67
```

=====

Formula: C8H8O3
Source: the Open Molecules 2025 dataset
Level of theory: ωB97M-V with the def2-TZVPD basis set

Output
- SMILES = COc1ccc(O)c(C=O)c1
- frontier orbital gap (Eh) = 0.3153
- highest occupied orbital energy (eV) = -8.61
- ΔE to the lowest compared entry with this formula, charge and spin (kcal/mol) = 51.3
- LUMO energy (eV) = -0.03
- spin multiplicity = 1

Geometry as XYZ:
```
19
C8H8O3 ωB97M-V with the def2-TZVPD basis set
C 3.24 -0.48 0.02
O 2.06 -1.16 0.04
C 0.92 -0.44 0.04
C 0.77 0.93 -0.03
C -0.49 1.62 0.13
C -1.64 0.93 0.05
O -2.85 1.53 0.10
C -1.59 -0.53 -0.01
C -2.75 -1.43 -0.09
O -2.72 -2.64 0.17
C -0.31 -1.13 0.02
H 3.47 0.04 0.99
H 3.37 0.27 -0.83
H 4.07 -1.16 -0.05
H 1.67 1.57 0.01
H -0.50 2.68 0.20
H -2.70 2.51 -0.27
H -3.73 -0.93 -0.46
H -0.30 -2.18 -0.02
```